# 1
The following is a quantum chemistry calculation of a structure of composition C37H33Br2N2O5P2PbS2, from the OMol25 dataset.

Last column: Löwdin charge in e.
Cartesian coordinates (Å):
Pb  -0.615  -3.440  0.544  1.391
Br  -5.786  -3.369  1.909  0.748
C  -4.384  -2.694  2.984  -0.625
C  -4.706  -2.033  4.173  -0.194
C  -3.727  -1.494  4.957  -0.650
Br  -4.226  -0.563  6.542  0.722
C  -2.368  -1.582  4.579  -0.205
C  -1.287  -1.051  5.314  -0.042
C  -0.012  -1.175  4.839  -0.047
C  0.197  -1.826  3.612  -0.131
N  -0.786  -2.330  2.911  0.041
C  -2.056  -2.241  3.365  -0.144
C  -3.075  -2.852  2.527  -0.446
O  -2.770  -3.465  1.447  -0.258
H  -5.744  -1.946  4.462  0.092
H  -1.483  -0.548  6.251  0.074
H  0.832  -0.784  5.391  0.101
H  1.193  -1.934  3.198  0.104
O  2.032  -6.213  0.384  -0.366
S  0.640  -6.068  0.777  0.257
O  0.045  -7.241  1.370  -0.339
O  -0.189  -5.555  -0.398  -0.540
O  0.519  -4.877  1.777  -0.552
C  0.073  5.107  -3.430  -0.416
S  0.623  5.203  -1.715  0.795
C  1.994  4.018  -1.788  -0.496
C  1.571  2.561  -1.918  -0.242
C  0.849  2.053  -0.676  -0.297
N  0.620  0.608  -0.716  -0.491
P  1.719  -0.522  0.056  1.013
C  3.289  0.441  0.085  -0.361
C  3.527  1.233  1.209  -0.123
C  4.689  1.983  1.322  -0.089
C  5.649  1.921  0.322  -0.093
C  5.445  1.104  -0.781  -0.081
C  4.274  0.368  -0.898  -0.086
C  2.047  -1.720  -1.286  -0.435
C  1.922  -1.411  -2.640  -0.128
C  2.129  -2.393  -3.596  -0.087
C  2.447  -3.691  -3.208  -0.071
C  2.575  -4.010  -1.865  -0.060
C  2.385  -3.018  -0.911  -0.145
P  -0.945  -0.056  -0.964  0.985
C  -1.612  1.087  -2.241  -0.353
C  -1.356  0.753  -3.572  -0.108
C  -1.837  1.540  -4.607  -0.091
C  -2.602  2.664  -4.323  -0.107
C  -2.870  3.002  -3.004  -0.090
C  -2.374  2.220  -1.969  -0.085
C  -1.906  0.459  0.509  -0.385
C  -3.252  0.095  0.567  -0.102
C  -4.020  0.398  1.681  -0.078
C  -3.446  1.056  2.762  -0.087
C  -2.101  1.393  2.726  -0.079
C  -1.334  1.094  1.607  -0.092
H  -0.762  5.797  -3.538  0.030
H  -0.277  4.107  -3.677  0.007
H  0.873  5.405  -4.108  0.036
H  2.552  4.163  -0.860  0.070
H  2.653  4.311  -2.607  0.075
H  2.464  1.953  -2.083  0.096
H  0.927  2.417  -2.790  0.094
H  -0.107  2.569  -0.571  0.085
H  1.432  2.327  0.209  0.093
H  2.792  1.257  2.006  0.098
H  4.851  2.601  2.196  0.100
H  6.563  2.495  0.411  0.099
H  6.200  1.037  -1.553  0.102
H  4.124  -0.270  -1.761  0.099
H  1.643  -0.405  -2.933  0.086
H  2.027  -2.151  -4.647  0.097
H  2.573  -4.463  -3.957  0.102
H  2.766  -5.021  -1.528  0.097
H  2.475  -3.286  0.138  0.096
H  -0.787  -0.145  -3.791  0.094
H  -1.634  1.267  -5.634  0.101
H  -2.991  3.274  -5.129  0.101
H  -3.465  3.878  -2.777  0.105
H  -2.593  2.487  -0.942  0.107
H  -3.699  -0.449  -0.259  0.115
H  -5.058  0.094  1.716  0.105
H  -4.039  1.277  3.640  0.099
H  -1.641  1.879  3.578  0.105
H  -0.280  1.344  1.598  0.084

DFT total energy in Ha: -8735.6337
Net charge: -1
HOMO energy in eV: -5.193
Gap between HOMO and LUMO in eV: 7.161

# 2
The following is a quantum chemistry calculation of a structure of composition C37H33Cl4N2O5SSb2Tc, from the OMol25 dataset.

Last column: Löwdin spin population.
Cartesian coordinates (Å):
Tc  -0.634  0.839  -1.958  1.936
C  -1.180  1.980  2.166  -0.003
C  0.080  2.868  2.136  0.000
C  0.821  3.065  0.804  -0.004
Sb  1.277  1.097  0.103  -0.009
C  3.132  0.753  -0.876  -0.008
C  3.549  1.441  -2.010  -0.002
C  4.703  1.055  -2.677  0.000
C  5.442  -0.028  -2.224  -0.001
C  5.029  -0.718  -1.094  0.000
C  3.880  -0.330  -0.420  -0.001
C  1.959  0.536  2.057  0.007
C  1.263  -0.167  3.030  0.001
C  1.772  -0.272  4.317  0.000
C  2.976  0.333  4.646  0.000
C  3.677  1.040  3.678  0.000
C  3.170  1.143  2.390  0.000
Sb  -1.927  0.140  1.123  0.050
C  -2.861  -0.620  2.898  0.035
C  -2.242  -0.626  4.146  0.004
C  -2.879  -1.187  5.245  0.002
C  -4.143  -1.745  5.109  -0.001
C  -4.773  -1.731  3.874  0.001
C  -4.135  -1.169  2.775  0.002
C  -0.876  -1.720  0.661  0.005
C  0.444  -2.140  0.548  0.002
C  0.751  -3.420  0.098  0.002
C  -0.258  -4.313  -0.234  -0.001
C  -1.583  -3.909  -0.130  0.002
C  -1.881  -2.623  0.299  0.002
H  -2.042  2.570  1.831  0.001
H  -1.398  1.758  3.210  -0.001
H  0.792  2.492  2.866  0.000
H  -0.224  3.851  2.511  0.000
H  1.725  3.655  0.960  0.000
H  0.237  3.558  0.025  0.000
H  2.987  2.291  -2.364  0.000
H  5.029  1.606  -3.551  0.000
H  6.341  -0.329  -2.746  0.000
H  5.602  -1.561  -0.729  0.000
H  3.581  -0.881  0.465  0.000
H  0.327  -0.661  2.800  0.000
H  1.223  -0.835  5.062  0.000
H  3.371  0.250  5.650  0.000
H  4.620  1.513  3.921  0.000
H  3.736  1.697  1.648  0.000
H  -1.256  -0.197  4.281  0.000
H  -2.387  -1.189  6.210  0.000
H  -4.638  -2.182  5.966  0.000
H  -5.764  -2.152  3.764  0.000
H  -4.650  -1.152  1.820  0.001
H  1.280  -1.486  0.800  0.000
H  1.790  -3.714  0.010  0.000
H  -0.015  -5.310  -0.577  0.000
H  -2.389  -4.585  -0.394  0.000
H  -2.927  -2.327  0.324  0.001
Cl  1.178  -5.508  -3.509  0.015
C  0.280  -4.096  -3.153  0.053
C  -1.145  -4.168  -3.067  0.083
Cl  -1.924  -5.666  -3.328  0.028
C  -1.896  -3.056  -2.748  0.001
Cl  -3.599  -3.105  -2.574  -0.004
C  -1.238  -1.844  -2.495  0.107
O  -1.836  -0.748  -2.132  0.205
C  0.177  -1.763  -2.618  0.095
O  0.695  -0.598  -2.407  0.236
C  0.934  -2.910  -2.932  0.022
Cl  2.638  -2.753  -2.983  0.004
N  -2.505  3.171  -0.954  0.005
C  -3.624  3.836  -1.273  0.017
C  -4.172  3.213  -2.373  0.003
C  -3.299  2.167  -2.666  0.014
N  -2.292  2.146  -1.793  0.005
H  -1.859  3.350  -0.204  0.000
H  -3.945  4.691  -0.703  0.001
H  -5.071  3.483  -2.896  0.000
H  -3.342  1.434  -3.455  0.001
C  1.535  2.930  -4.789  0.000
S  0.088  2.739  -3.809  0.007
O  -0.717  3.908  -3.934  0.003
O  -0.556  1.445  -4.146  0.033
O  0.564  2.508  -2.371  0.042
H  1.229  3.405  -5.718  0.000
H  1.976  1.952  -4.969  0.000
H  2.217  3.581  -4.245  0.000

DFT total energy in Ha: -4715.4011
Energy above the lowest of the compared OMol25 structures with the same formula, charge and spin in kcal per mole: 55.88
Multiplicity: 4
Net charge: +1
HOMO energy (spin up / spin down) in eV: -10.525 / -10.696
Gap between HOMO and LUMO (spin up / spin down) in eV: 6.799 / 5.865

Which formula does entry 2 have?
C37H33Cl4N2O5SSb2Tc

Which of these has the highest DFT total energy?
C37H33Cl4N2O5SSb2Tc

The lowest DFT total energy belongs to which entry?
C37H33Br2N2O5P2PbS2